ORCA calculation (wB97M-V/def2-TZVPD) on C32H60F6N4O16P3S2Ti as an isolated structure at a distorted geometry.

Computed properties:
- <S²>: 3.751
- Calculated total energy: -161830.2118 eV
- Spin multiplicity: 4
- Energy above the lowest of the compared OMol25 structures with the same formula, charge and spin: 5.1249 eV

```
124
Properties=species:S:1:pos:R:3:forces:R:3:lowdin_charge:R:1
Ti 1.808 -0.947 -4.655 -0.2 0.2 0.7 0.90
S 2.660 2.799 -1.784 4.2 4.2 1.8 0.55
S 0.209 2.246 -1.661 -1.0 0.5 1.0 0.65
P -2.303 -3.888 -6.073 -0.4 -1.4 -3.2 0.53
P 3.455 -5.441 -1.949 -0.3 0.4 0.2 0.44
P -2.432 -1.494 8.146 0.3 0.8 -1.2 0.46
F -0.486 -0.276 -0.846 -0.4 -1.0 -1.0 0.15
F 5.448 2.518 -1.556 -0.2 -0.4 0.0 0.15
F 0.697 0.772 0.555 2.3 -0.4 1.0 0.17
F -1.282 1.302 0.384 -1.3 0.4 -0.5 0.15
F 4.642 2.459 -3.532 1.0 0.9 -2.9 0.17
F 4.443 0.722 -2.345 0.3 -0.3 0.4 0.09
O -0.833 2.085 -2.615 -0.3 -1.2 -1.3 -0.31
O -2.129 -3.387 -7.665 -2.1 0.3 3.3 -0.20
O -1.758 -0.821 9.418 -1.4 0.2 0.2 -0.18
O -2.044 -5.512 -6.267 -1.0 2.0 -0.2 -0.18
O -2.887 -0.166 7.297 0.4 -2.1 -1.1 -0.22
O -3.831 -2.148 8.640 2.1 3.2 -3.4 -0.17
O -1.480 -2.406 7.485 -1.0 0.3 0.0 -0.23
O 0.148 3.551 -1.010 0.9 -2.1 -0.4 -0.29
O 3.375 -4.179 -2.742 0.4 -1.5 0.6 -0.27
O 2.084 -5.937 -1.282 -0.2 1.1 -0.6 -0.19
O 2.740 2.851 -0.329 0.3 -0.5 -1.0 -0.34
O 2.528 4.151 -2.404 0.6 -3.2 0.3 -0.33
O -3.880 -3.636 -5.829 2.4 -1.7 -1.0 -0.17
O -1.413 -3.230 -5.127 0.4 0.0 0.2 -0.23
O 3.914 -6.756 -2.741 -0.5 0.2 0.2 -0.17
O 4.418 -5.356 -0.656 -0.4 -0.2 -0.9 -0.22
N 1.736 1.672 -2.306 -3.6 0.0 0.2 -0.34
N -0.846 10.735 -1.785 1.8 1.1 -1.2 -0.03
N 4.217 11.829 -3.015 0.7 -2.3 -0.3 -0.01
N -1.067 5.157 6.638 0.0 1.8 -2.1 -0.01
C -3.922 -2.797 9.810 -1.4 -2.2 2.1 -0.36
C -0.692 0.077 9.216 2.8 0.4 0.0 -0.28
C -1.892 9.368 -0.524 0.5 -1.7 -0.4 -0.13
C -0.760 9.464 -1.338 -2.5 0.9 1.7 -0.12
C -2.684 10.561 -0.556 2.0 -1.0 0.0 -0.10
C 1.993 -5.871 1.039 -1.0 0.2 1.6 -0.10
C -1.064 6.497 6.082 -0.1 -2.7 0.8 -0.10
C 5.700 -4.705 -0.625 0.8 -0.4 0.5 -0.23
C 4.202 11.958 -4.366 -1.8 -1.0 -1.9 -0.16
C 4.474 2.066 -2.335 -3.1 0.4 2.2 -0.68
C 3.679 10.769 -4.972 1.6 1.0 2.3 -0.09
C -5.043 -0.570 6.258 2.5 0.5 -0.1 -0.06
C -0.700 4.243 5.622 0.6 3.7 0.5 -0.08
C -4.095 -1.206 -6.455 -0.5 -0.1 -0.2 -0.08
C -4.301 -1.953 10.957 0.7 1.5 1.9 -0.09
C -3.482 -0.380 5.922 -2.4 0.2 1.2 -0.17
C 3.979 10.455 -2.704 -0.1 1.0 -1.2 -0.11
C -4.275 -2.356 -5.451 -1.5 2.8 0.2 -0.29
C 4.151 -8.542 -1.003 -0.1 0.8 1.3 -0.07
C -3.849 -7.066 -6.397 -0.5 -1.0 1.2 -0.09
C -0.683 6.390 4.750 0.3 2.8 2.6 -0.15
C -1.916 11.452 -1.308 -1.0 -1.0 0.1 -0.13
C -2.855 -6.308 -7.196 -0.7 0.2 -0.3 -0.27
C 1.514 -5.147 -0.186 1.1 -0.8 1.3 -0.22
C 3.622 9.815 -3.900 -0.2 1.3 0.8 -0.12
C 0.360 -0.137 10.374 -2.1 0.3 -0.7 -0.04
C -0.240 0.895 -0.319 0.3 2.0 -0.3 -0.72
C -1.402 -4.509 -9.622 0.6 -1.8 0.1 -0.07
C -1.022 -3.721 -8.398 1.6 0.1 -1.2 -0.34
C 3.535 -8.096 -2.310 -0.1 -0.9 -0.2 -0.24
C -0.325 5.109 4.540 -0.7 -5.3 -0.5 -0.15
C 6.830 -5.583 -1.159 0.2 -1.3 0.0 -0.08
H -3.009 -3.356 10.012 -0.3 -0.6 0.1 0.13
H -0.393 7.262 4.183 -0.4 -0.2 -0.3 0.10
H 6.706 -6.010 -2.154 -0.1 0.5 -0.2 0.08
H -2.443 -4.372 -9.916 0.3 0.7 -0.4 0.09
H -0.936 1.126 9.049 -1.0 0.1 1.1 0.11
H -0.217 -0.041 8.242 0.2 -1.1 -0.1 0.11
H -3.613 10.627 -0.011 0.1 0.6 -0.2 0.08
H -4.634 -1.430 -7.376 0.9 -0.4 -0.6 0.08
H -2.159 12.477 -1.544 0.4 -0.1 -0.3 0.10
H 0.092 8.823 -1.508 -0.3 0.1 -0.1 0.11
H -0.173 0.107 11.293 0.2 0.3 0.2 0.07
H -1.286 4.978 7.608 0.0 -0.2 -0.4 0.12
H -3.814 -2.014 -4.525 -0.1 -0.6 0.2 0.12
H 1.211 0.532 10.247 0.1 -0.4 0.0 0.07
H 0.432 -5.081 -0.070 -0.1 -0.4 -1.3 0.12
H -0.241 -4.159 -7.777 0.0 -0.5 -0.1 0.12
H 3.078 -5.936 1.125 -0.3 0.0 0.1 0.07
H -3.182 -1.245 5.329 0.8 -0.1 0.7 0.11
H -1.311 7.332 6.722 0.0 -0.1 -0.2 0.09
H -5.359 -2.426 -5.360 0.1 -0.2 0.6 0.12
H 1.875 -4.120 -0.126 0.3 0.0 -0.7 0.12
H 4.430 12.897 -4.848 -0.1 0.0 0.1 0.10
H 7.863 -5.268 -1.016 -0.2 1.2 -0.4 0.08
H -4.694 -0.333 -6.198 0.1 0.0 1.0 0.08
H 5.018 -7.951 -0.709 0.2 -0.1 -0.4 0.06
H 3.448 -8.304 -0.205 -0.1 -0.2 0.2 0.07
H -0.669 3.186 5.842 0.2 0.1 -0.3 0.09
H -2.221 -6.922 -7.836 0.5 -0.1 0.7 0.12
H -0.021 4.701 3.587 0.2 0.0 0.0 0.09
H 4.648 12.519 -2.417 -0.1 -0.4 0.0 0.14
H -3.460 -1.384 11.351 0.1 0.4 -0.4 0.07
H -0.090 11.009 -2.397 -0.4 0.9 0.1 0.14
H -5.677 -0.408 5.387 0.0 -0.1 0.2 0.07
H -3.353 -7.578 -5.572 0.0 -0.3 -0.1 0.08
H -0.623 -4.338 -10.365 -0.6 0.3 -0.5 0.08
H -4.557 -2.517 11.853 -0.5 -0.5 -0.3 0.08
H -0.543 -2.846 -8.839 -0.2 0.7 0.5 0.11
H -2.054 8.416 -0.040 -0.6 0.2 0.3 0.08
H 1.478 -6.806 1.260 0.4 -0.7 -1.0 0.08
H -4.432 -7.786 -6.970 0.3 -0.1 -0.3 0.09
H 0.573 -1.202 10.470 0.5 0.2 -0.4 0.07
H -5.092 -1.565 6.700 -0.6 0.1 -0.3 0.05
H -5.106 -1.256 10.721 -0.1 -0.1 0.0 0.09
H -4.840 -3.364 9.654 0.5 -1.3 0.1 0.13
H 5.932 -4.666 0.439 -0.3 0.7 0.0 0.12
H 6.939 -6.469 -0.533 -0.8 -0.3 0.3 0.07
H -3.465 -5.795 -7.940 0.5 1.2 0.2 0.11
H -1.337 -5.586 -9.468 0.0 -0.2 0.3 0.06
H -4.608 -6.442 -5.925 0.2 0.4 -0.1 0.08
H 3.509 10.500 -6.004 0.0 0.5 0.0 0.08
H 1.520 -5.367 1.882 0.7 0.8 0.4 0.08
H -3.284 0.510 5.324 0.1 0.1 0.5 0.11
H 3.224 8.817 -4.012 0.3 -0.1 0.2 0.09
H -5.183 0.157 7.058 -0.6 0.0 -0.2 0.07
H 3.804 -8.816 -3.083 0.4 0.6 -0.4 0.12
H 2.453 -8.202 -2.238 0.0 0.5 0.0 0.11
H 4.216 10.091 -1.716 -0.4 0.0 -0.1 0.09
H 5.602 -3.707 -1.053 0.2 -0.1 -0.1 0.12
H 4.406 -9.596 -0.898 -0.1 0.0 -0.5 0.08
H -3.069 -0.844 -6.529 0.0 -0.3 -0.5 0.07
```
Forces are in eV/Å.